(1)
{
  "formula": "H16O28S5Zn3",
  "method": "the ωB97M-V functional and the def2-TZVPD basis",
  "elements": ["Zn", "Zn", "Zn", "S", "O", "O", "O", "O", "S", "O", "O", "O", "O", "S", "O", "O", "O", "O", "S", "O", "O", "O", "O", "S", "O", "O", "O", "O", "O", "H", "H", "O", "H", "H", "O", "H", "H", "O", "H", "H", "O", "H", "H", "O", "H", "H", "O", "H", "H", "O", "H", "H"],
  "xyz": [[-2.5428, 2.3242, 1.4491], [0.6560, 0.7093, -2.6720], [-1.5109, -2.0390, 0.2177], [0.8797, -2.5848, -3.1883], [0.9239, -1.1448, -2.7257], [-0.2928, -2.8480, -4.0150], [2.0938, -2.8421, -4.0101], [0.8769, -3.3895, -1.9659], [0.3307, 0.6826, 0.6459], [-0.7307, 1.4937, 1.2824], [0.4599, 1.2238, -0.7259], [1.5772, 0.9380, 1.3645], [-0.0232, -0.7553, 0.6262], [-4.0160, -0.6418, 1.6586], [-3.4389, 0.7422, 1.7940], [-4.8466, -0.6075, 0.4561], [-2.9056, -1.6127, 1.5156], [-4.8022, -0.9855, 2.8478], [-2.4751, -0.0651, -2.4896], [-3.6309, 0.7909, -2.2216], [-1.2917, 0.8189, -2.7610], [-2.1572, -0.8469, -1.2698], [-2.7076, -0.8921, -3.6677], [-0.5796, -4.7318, 2.0293], [-0.5090, -4.4810, 3.4793], [-1.5636, -5.7921, 1.7219], [-1.0159, -3.4896, 1.3256], [0.7513, -5.1368, 1.5550], [-1.5638, 4.1366, 1.3551], [-1.3130, 4.5210, 2.2052], [-0.7691, 4.1939, 0.8058], [2.6845, 3.4039, 1.5573], [3.3955, 3.2463, 0.9314], [2.1498, 2.5708, 1.5286], [2.2404, -2.1492, 1.1267], [1.4237, -1.5986, 1.0791], [2.8213, -1.6759, 1.7294], [2.2465, 0.4484, 4.0109], [1.9482, -0.4687, 3.9636], [2.1703, 0.7647, 3.0916], [4.2418, 0.0448, 1.1336], [4.1947, -0.4104, 0.2864], [3.4053, 0.5446, 1.1829], [-2.5434, 2.2153, -0.6168], [-1.6875, 1.8406, -0.8999], [-3.2185, 1.8147, -1.2415], [2.7487, 0.8155, -2.2620], [3.3116, 0.0300, -2.3074], [3.1766, 1.4191, -1.6458], [0.6034, 2.8127, -2.9529], [0.8177, 3.2144, -3.8012], [0.0056, 3.4282, -2.5168]],
  "molar_mass_g_mol": 820.61,
  "gap_ha": 0.0616,
  "total_charge": -4
}

=====

(2)
{
  "formula": "C5H13N2",
  "method": "the ωB97M-V functional and the def2-TZVPD basis",
  "elements": ["C", "C", "N", "C", "H", "H", "H", "H", "H", "H", "H", "C", "C", "N", "H", "H", "H", "H", "H", "H"],
  "xyz": [[1.7656, 1.9960, 2.2930], [0.6113, 2.3025, 1.6865], [-0.2045, 1.2569, 1.0924], [-0.4060, 1.4608, -0.3603], [2.0891, 1.0067, 2.4962], [2.2731, 2.8776, 2.7624], [0.2676, 3.3292, 1.4548], [0.2202, 0.3432, 1.1923], [-1.4814, 1.2622, -0.5927], [-0.1574, 2.5157, -0.6692], [0.2402, 0.8072, -1.0117], [-0.0288, -1.9538, -1.4200], [0.2210, -3.1064, -0.7823], [-1.3956, -1.4367, -1.3233], [0.6035, -1.4723, -2.2085], [1.2010, -3.6201, -0.7208], [-0.5526, -3.5802, -0.1565], [-2.0434, -2.1452, -0.9947], [-1.4297, -0.7370, -0.5393], [-1.7934, -1.1064, -2.1982]],
  "molar_mass_g_mol": 101.17,
  "gap_ha": 0.2900,
  "e_above_lowest_kcal_mol": 93.46,
  "total_charge": 1
}

=====

(3)
{
  "formula": "C58H44O29",
  "method": "the ωB97M-V functional and the def2-TZVPD basis",
  "elements": ["C", "C", "C", "C", "C", "O", "C", "C", "C", "C", "C", "C", "C", "C", "O", "C", "C", "C", "C", "C", "O", "O", "C", "C", "C", "C", "O", "H", "H", "H", "H", "H", "H", "H", "H", "H", "H", "H", "H", "H", "H", "H", "H", "H", "H", "H", "H", "C", "C", "C", "O", "C", "C", "C", "O", "O", "O", "H", "H", "H", "H", "C", "C", "C", "O", "C", "C", "C", "O", "O", "O", "H", "H", "H", "H", "C", "C", "C", "O", "C", "C", "C", "O", "O", "O", "H", "H", "H", "H", "C", "C", "C", "O", "C", "C", "C", "O", "O", "O", "H", "H", "H", "H", "C", "C", "C", "O", "C", "C", "C", "O", "O", "O", "H", "H", "H", "H", "C", "C", "C", "O", "C", "C", "C", "O", "O", "O", "H", "H", "H", "H"],
  "xyz": [[2.7753, -2.6981, 4.8711], [2.8060, -3.2441, 3.5106], [1.8968, -2.4654, 2.4226], [0.3878, -2.8604, 2.1167], [-0.5072, -2.0980, 1.0378], [-1.8569, -2.5477, 0.9153], [-2.4127, -2.3248, -0.4097], [-3.4885, -1.0859, -0.4189], [-2.9366, 0.2505, 0.2927], [-4.0969, 1.3252, 0.6821], [0.1759, -0.9253, 0.2515], [1.6653, -0.4883, 0.5076], [2.5105, -1.2626, 1.6244], [4.0218, -0.7019, 1.8524], [5.0266, -1.4622, 2.0448], [4.1338, 0.9233, 1.7975], [4.9935, 1.7735, 2.8047], [5.0186, 3.3518, 2.7231], [5.8443, 4.3014, 3.7544], [4.7239, 5.3218, 4.3707], [4.8819, 6.5832, 4.3915], [3.5135, 4.7058, 4.8844], [4.1941, 4.0593, 1.5771], [3.3108, 3.2622, 0.5367], [3.2904, 1.6981, 0.6809], [2.3925, 0.7378, -0.2818], [2.2871, 0.8853, -1.5362], [1.7500, -2.7885, 5.4157], [3.6884, -2.2090, 5.3746], [3.4341, -4.1738, 3.2267], [-0.0362, -3.7317, 2.7302], [-3.0615, -3.2658, -0.6469], [-1.6437, -2.2580, -1.2588], [-3.8625, -0.8413, -1.4793], [-4.4274, -1.4133, 0.1920], [-2.3683, -0.0497, 1.2442], [-2.2016, 0.8301, -0.4029], [-4.1019, 2.2492, -0.0282], [-5.1050, 0.7788, 0.6364], [-3.9148, 1.7725, 1.7405], [-0.4187, -0.3547, -0.5425], [5.5886, 1.2007, 3.6202], [6.2090, 3.6875, 4.6756], [6.6793, 4.9027, 3.2513], [2.7222, 5.2146, 4.5742], [4.2177, 5.2024, 1.4706], [2.6875, 3.7428, -0.2948], [-4.3313, -2.3672, -4.6021], [-3.6407, -2.8929, -5.6177], [-3.4259, -4.3645, -5.7303], [-2.8060, -4.8137, -6.6809], [-3.9737, -5.2223, -4.6737], [-4.6606, -4.6959, -3.6572], [-4.8988, -3.2281, -3.5589], [-5.5467, -2.7822, -2.6252], [-5.1730, -5.4838, -2.6661], [-3.1040, -2.1001, -6.5937], [-4.4966, -1.3015, -4.5090], [-3.7959, -6.2851, -4.7578], [-5.6246, -4.8694, -2.0532], [-2.6573, -2.7153, -7.2105], [5.9684, 11.2774, 2.6594], [6.7670, 12.2444, 3.1152], [7.7099, 12.0049, 4.2443], [8.4396, 12.9072, 4.6233], [7.7172, 10.6755, 4.8644], [6.9159, 9.7075, 4.4116], [5.9922, 9.9398, 3.2636], [5.2865, 9.0307, 2.8613], [6.9140, 8.4675, 4.9846], [6.7524, 13.4941, 2.5630], [5.2812, 11.4379, 1.8390], [8.3936, 10.5207, 5.6944], [6.2527, 7.9430, 4.4830], [7.4169, 14.0075, 3.0649], [-1.6835, -9.3570, -4.3076], [-0.8204, -10.1626, -4.9304], [0.5011, -9.6641, -5.4073], [1.2738, -10.4320, -5.9561], [0.8185, -8.2469, -5.1966], [-0.0462, -7.4410, -4.5769], [-1.3555, -7.9461, -4.0759], [-2.1153, -7.1850, -3.4968], [0.2364, -6.1197, -4.3771], [-1.1143, -11.4770, -5.1546], [-2.6448, -9.7065, -3.9545], [1.7731, -7.8937, -5.5631], [-0.5418, -5.7555, -3.9095], [-0.3334, -11.8427, -5.6167], [-6.5442, 6.8820, 2.5481], [-5.9090, 5.7627, 2.9018], [-5.4478, 4.7769, 1.8831], [-4.8532, 3.7726, 2.2400], [-5.7377, 5.0589, 0.4725], [-6.3759, 6.1766, 0.1192], [-6.8125, 7.1752, 1.1356], [-7.3775, 8.1951, 0.7761], [-6.6538, 6.4492, -1.1898], [-5.6554, 5.4767, 4.2131], [-6.8822, 7.6067, 3.2771], [-5.4135, 4.3271, -0.2553], [-7.1167, 7.3111, -1.1832], [-5.1871, 4.6178, 4.2058], [-0.4931, -5.9823, 6.1462], [-0.7208, -6.9761, 7.0079], [-0.6310, -8.4036, 6.5877], [-0.8267, -9.2871, 7.4054], [-0.3104, -8.6885, 5.1843], [-0.0863, -7.6946, 4.3222], [-0.1492, -6.2683, 4.7493], [0.0795, -5.3843, 3.9385], [0.2104, -7.9468, 3.0129], [-1.0442, -6.7235, 8.3099], [-0.5528, -4.9422, 6.4386], [-0.2658, -9.7280, 4.8879], [0.3292, -7.0683, 2.5991], [-1.1570, -7.6023, 8.7249], [1.0024, 1.7768, -6.4120], [0.9452, 2.2889, -7.6434], [-0.1033, 1.8624, -8.6137], [-0.1380, 2.3651, -9.7252], [-1.0611, 0.8364, -8.1850], [-1.0018, 0.3217, -6.9547], [0.0297, 0.7685, -5.9760], [0.0433, 0.2898, -4.8534], [-1.8898, -0.6402, -6.5424], [1.8459, 3.2262, -8.0631], [1.7568, 2.0792, -5.6974], [-1.8059, 0.5230, -8.9047], [-1.6375, -0.8439, -5.6195], [1.5920, 3.4364, -8.9841]],
  "molar_mass_g_mol": 1204.96,
  "smiles": "C=Cc1cc(OCCCC)cc2c1C(=O)c1cc(CC(=O)O)ccc1C2=O.O=C1C=C(O)C(=O)C=C1O.O=C1C=C(O)C(=O)C=C1O.O=C1C=C(O)C(=O)C=C1O.O=C1C=C(O)C(=O)C=C1O.O=C1C=C(O)C(=O)C=C1O.O=C1C=C(O)C(=O)C=C1O",
  "gap_ha": 0.2322,
  "total_charge": 0
}

=====

(4)
{
  "formula": "C42H111F12N11O19S4",
  "method": "the ωB97M-V functional and the def2-TZVPD basis",
  "elements": ["C", "F", "F", "F", "S", "O", "O", "N", "S", "O", "O", "C", "F", "F", "F", "C", "F", "F", "F", "S", "O", "O", "N", "S", "O", "O", "C", "F", "F", "F", "C", "C", "C", "O", "C", "N", "H", "H", "H", "H", "H", "H", "H", "H", "H", "H", "H", "H", "C", "C", "C", "O", "C", "N", "H", "H", "H", "H", "H", "H", "H", "H", "H", "H", "H", "H", "C", "C", "C", "O", "C", "N", "H", "H", "H", "H", "H", "H", "H", "H", "H", "H", "H", "H", "C", "C", "C", "O", "C", "N", "H", "H", "H", "H", "H", "H", "H", "H", "H", "H", "H", "H", "C", "C", "C", "O", "C", "N", "H", "H", "H", "H", "H", "H", "H", "H", "H", "H", "H", "H", "C", "C", "C", "O", "C", "N", "H", "H", "H", "H", "H", "H", "H", "H", "H", "H", "H", "H", "C", "C", "C", "O", "C", "N", "H", "H", "H", "H", "H", "H", "H", "H", "H", "H", "H", "H", "C", "C", "C", "O", "C", "N", "H", "H", "H", "H", "H", "H", "H", "H", "H", "H", "H", "H", "C", "C", "C", "O", "C", "N", "H", "H", "H", "H", "H", "H", "H", "H", "H", "H", "H", "H", "C", "C", "O", "O", "H", "H", "H"],
  "xyz": [[-7.6826, 12.7378, -6.6303], [-6.4887, 12.7168, -6.0509], [-7.7480, 11.7192, -7.4683], [-8.7066, 12.5840, -5.7355], [-7.9633, 14.3608, -7.6615], [-9.3280, 14.2341, -8.2142], [-7.8038, 15.4656, -6.7320], [-6.6127, 14.3082, -8.7925], [-7.3342, 13.9935, -10.1323], [-7.8304, 12.5941, -10.1302], [-8.2418, 14.9731, -10.6797], [-5.7899, 14.0007, -11.3552], [-6.1859, 13.6965, -12.6065], [-5.2901, 15.2339, -11.3066], [-4.8301, 13.1473, -10.8953], [-3.7534, 13.6367, -19.4891], [-4.8271, 14.3711, -19.7517], [-3.8743, 12.6039, -18.7116], [-3.1880, 13.2640, -20.6826], [-2.3738, 14.6580, -18.6840], [-1.1879, 13.8205, -18.8543], [-2.4094, 15.9243, -19.3418], [-3.0274, 14.8678, -17.0528], [-1.9325, 14.2549, -16.2109], [-1.8917, 12.7473, -16.1934], [-0.6691, 14.9654, -16.0700], [-2.7939, 14.7145, -14.5500], [-3.7350, 13.7592, -14.2829], [-1.8068, 14.7550, -13.6239], [-3.3567, 15.9602, -14.5887], [2.5823, 15.2639, -17.2158], [2.4923, 13.8464, -17.8820], [2.1844, 13.9878, -19.3613], [1.9730, 12.6660, -19.8930], [1.4491, 12.6567, -21.2435], [3.8183, 13.1340, -17.5581], [3.8315, 13.0497, -16.5517], [3.8822, 12.1822, -17.8898], [4.6119, 13.6560, -17.9011], [3.3724, 15.8712, -17.6574], [2.8395, 15.1719, -16.1605], [1.6256, 15.7698, -17.3449], [1.7955, 13.2180, -17.3272], [2.9036, 14.6109, -19.8930], [1.2544, 14.5515, -19.4355], [2.1091, 13.0733, -22.0044], [0.5319, 13.2401, -21.3232], [1.2550, 11.5863, -21.3130], [-3.7932, 13.9390, -6.8272], [-3.1261, 14.9432, -7.7685], [-2.1604, 14.4144, -8.7716], [-1.4735, 15.4422, -9.5096], [-0.5084, 14.8878, -10.5082], [-4.1310, 15.9258, -8.4155], [-4.3562, 16.5894, -7.6882], [-3.8202, 16.5530, -9.1436], [-4.9886, 15.5045, -8.7429], [-4.5311, 14.3466, -6.1363], [-3.1222, 13.3005, -6.2526], [-4.3659, 13.2072, -7.3970], [-2.5033, 15.5844, -7.1448], [-2.7326, 13.8172, -9.4814], [-1.4482, 13.8728, -8.1491], [-0.7749, 13.9040, -10.8944], [0.4570, 14.5536, -10.1283], [-0.2512, 15.5692, -11.3192], [-0.5016, 9.2769, -15.7018], [0.5362, 9.4184, -16.8732], [0.0317, 10.2994, -18.0425], [-1.0859, 9.6509, -18.3942], [-1.6522, 10.1938, -19.5378], [1.7964, 10.0793, -16.3858], [2.2221, 9.5961, -15.6077], [2.5684, 10.1426, -17.0339], [1.5450, 10.9294, -15.9017], [-0.0668, 8.6707, -14.9071], [-1.3566, 8.7053, -16.0629], [-0.8465, 10.2138, -15.2644], [0.8317, 8.4413, -17.2554], [0.8330, 10.2526, -18.7799], [-0.1611, 11.3374, -17.7712], [-2.5579, 9.6598, -19.8255], [-0.9638, 10.0883, -20.3764], [-2.0084, 11.2146, -19.3992], [1.3619, 19.0300, -18.2460], [0.7545, 19.9002, -19.3484], [-0.1348, 18.9250, -20.2598], [0.7022, 17.9693, -20.8985], [0.1161, 16.6613, -20.8370], [-0.0625, 21.0741, -18.8267], [0.4798, 21.6251, -18.1768], [-0.3146, 21.5379, -19.6878], [-0.8797, 20.7560, -18.3255], [1.8231, 18.1246, -18.6406], [0.5372, 18.6212, -17.6621], [2.1384, 19.4217, -17.5890], [1.5840, 20.4245, -19.8230], [-0.6780, 19.4135, -21.0689], [-0.8516, 18.5402, -19.5344], [0.6852, 15.9398, -21.4232], [-0.8984, 16.7110, -21.2327], [0.1248, 16.2804, -19.8158], [-4.3343, 17.9434, -20.4831], [-3.9100, 19.2658, -21.1136], [-4.5962, 19.5557, -22.4870], [-4.0722, 18.7084, -23.5642], [-2.7771, 19.0953, -23.9487], [-4.2844, 20.3553, -20.0507], [-5.2571, 20.6150, -20.1320], [-4.0018, 20.1074, -19.1133], [-3.9096, 21.2679, -20.2670], [-3.7981, 17.7804, -19.5482], [-4.1217, 17.2200, -21.2703], [-5.4046, 17.8585, -20.2953], [-2.8384, 19.4636, -21.0918], [-4.5080, 20.6174, -22.7173], [-5.6742, 19.3946, -22.4859], [-2.6861, 20.1529, -24.1962], [-2.4915, 18.6901, -24.9194], [-2.0454, 18.6808, -23.2552], [1.5457, 16.2315, -13.1982], [1.0392, 17.5706, -13.7871], [-0.1705, 18.2172, -12.9748], [-0.4529, 19.5258, -13.4093], [-1.4696, 20.2388, -12.7686], [2.1582, 18.5568, -13.7934], [2.4974, 18.7999, -12.8737], [2.8220, 18.2880, -14.5056], [1.8153, 19.4454, -14.1292], [1.8038, 16.4978, -12.1732], [2.3969, 15.7732, -13.7017], [0.7828, 15.4530, -13.1990], [0.8681, 17.5247, -14.8626], [0.0361, 18.3054, -11.9082], [-1.0209, 17.5573, -13.1466], [-1.2142, 20.5818, -11.7660], [-2.3385, 19.5956, -12.6299], [-1.7158, 21.1800, -13.2602], [-6.0227, 10.5464, -12.6093], [-6.8106, 10.9482, -13.9068], [-5.9044, 10.9361, -15.1793], [-5.4529, 9.6239, -15.4418], [-4.6240, 9.6410, -16.6279], [-7.8719, 9.8227, -14.0261], [-8.6532, 9.8818, -13.3888], [-8.2194, 9.8408, -14.9743], [-7.4673, 8.9075, -13.8890], [-5.5814, 9.5575, -12.7340], [-6.4714, 10.8089, -11.6513], [-5.1008, 11.1200, -12.5137], [-7.4184, 11.8453, -13.7880], [-5.0214, 11.5592, -15.0373], [-6.3859, 11.3163, -16.0802], [-3.6640, 10.1227, -16.4424], [-5.1396, 10.2483, -17.3718], [-4.3891, 8.6201, -16.9291], [-6.5720, 15.1071, -22.4213], [-8.0834, 14.5762, -22.5552], [-9.1330, 15.5049, -22.0973], [-10.3176, 14.6929, -22.0352], [-11.5076, 15.4551, -22.4175], [-8.4590, 14.0222, -23.9355], [-7.8487, 13.2642, -24.2056], [-9.4165, 13.7010, -23.9211], [-8.4085, 14.7372, -24.6471], [-6.3929, 15.9546, -23.0829], [-5.9640, 14.2257, -22.6252], [-6.3206, 15.4310, -21.4114], [-8.1975, 13.7323, -21.8748], [-9.2645, 16.3497, -22.7734], [-8.7982, 15.8207, -21.1092], [-11.6041, 16.4430, -21.9670], [-12.3505, 14.8327, -22.1171], [-11.6471, 15.6973, -23.4710], [-6.6573, 14.1490, -16.1630], [-6.5952, 15.7062, -15.9835], [-6.3100, 16.1186, -14.5384], [-6.1212, 17.5548, -14.4586], [-5.7764, 17.9346, -13.0877], [-5.4159, 16.2356, -16.8306], [-5.2461, 17.1891, -16.5442], [-4.5283, 15.7772, -16.6813], [-5.6763, 16.1641, -17.8038], [-7.5375, 13.7425, -15.6649], [-5.8384, 13.5755, -15.7287], [-6.6273, 13.9109, -17.2263], [-7.4835, 16.1453, -16.4376], [-5.4425, 15.6412, -14.0826], [-7.0895, 15.7469, -13.8734], [-4.8401, 17.5076, -12.7283], [-6.5148, 17.6360, -12.3435], [-5.7460, 19.0240, -13.0674], [-2.2250, 18.2697, -16.1942], [-3.1423, 19.2414, -16.9260], [-4.3583, 18.9681, -17.0245], [-2.6544, 20.2394, -17.5655], [-2.1639, 17.3316, -16.7459], [-2.4094, 18.1934, -15.1226], [-1.1982, 18.6307, -16.2533]],
  "molar_mass_g_mol": 1430.65,
  "spin_multiplicity": 2,
  "gap_ha": [0.1157, 0.2744],
  "total_charge": 5
}